(1)
C6CrF18O18S6 as an isolated structure at a distorted geometry, computed with ωB97M-V/def2-TZVPD.

## Properties
* multiplicity: 5
* maximum force: 5.176 eV/A
* charge: -4
* energy relative to the best compared isomer or geometry (same formula, charge and spin): 373.50 kJ/mol
* orbital gap (spin up / spin down): 4.09 / 6.58 eV
* LUMO energy (spin up / spin down): 7.97 / 7.96 eV
* HOMO (spin up / spin down): 3.87 / 1.38 eV

Atoms and positions in Å:
Cr (-0.201, 0.046, 0.154)
C (-1.453, -1.802, -3.623)
F (-0.803, -0.690, -3.788)
F (-2.772, -1.606, -3.703)
F (-1.149, -2.689, -4.629)
S (-1.066, -2.615, -1.902)
O (-0.859, -1.449, -0.994)
O (-2.179, -3.423, -1.444)
O (0.174, -3.401, -2.109)
C (3.812, 0.573, -2.173)
F (4.463, 0.570, -3.290)
F (4.460, -0.282, -1.334)
F (3.757, 1.815, -1.679)
S (2.068, 0.009, -2.469)
O (1.656, 0.708, -3.653)
O (2.068, -1.466, -2.578)
O (1.246, 0.389, -1.359)
C (2.445, 3.308, 2.279)
F (2.380, 4.426, 3.039)
F (3.311, 3.444, 1.316)
F (2.743, 2.154, 2.883)
S (0.695, 3.075, 1.462)
O (0.546, 4.040, 0.379)
O (0.566, 1.684, 1.006)
O (-0.269, 3.298, 2.543)
C (-2.626, -1.770, 3.799)
F (-3.371, -2.849, 3.978)
F (-3.147, -0.843, 4.737)
F (-1.336, -2.050, 4.058)
S (-2.795, -1.075, 1.988)
O (-3.069, -2.273, 1.161)
O (-3.924, -0.180, 1.927)
O (-1.517, -0.368, 1.701)
C (-3.897, 2.900, -0.606)
F (-2.898, 3.743, -0.219)
F (-4.507, 2.317, 0.426)
F (-4.686, 3.582, -1.372)
S (-2.976, 1.474, -1.667)
O (-3.814, 0.264, -1.669)
O (-2.780, 2.028, -3.037)
O (-1.724, 1.101, -0.944)
C (3.732, -1.591, 1.730)
F (3.432, -1.230, 3.014)
F (3.986, -0.471, 1.114)
F (4.765, -2.466, 1.703)
S (2.142, -2.445, 1.080)
O (2.403, -3.049, -0.208)
O (1.832, -3.471, 2.067)
O (1.141, -1.392, 0.901)

Cartesian forces (eV/Å) of the 2 atoms listed first:
Cr -0.087 -0.284 -1.153
C -0.381 -1.817 1.632

***

(2)
One molecule with the formula C6F14O3 at a distorted geometry, computed with ωB97M-V/def2-TZVPD.

## Properties
* multiplicity: 1
* maximum force: 2.388 eV/A
* structure (SMILES): FC(F)(F)OC(F)(F)OC(F)(F)[C@@](F)(OC(F)(F)F)C(F)(F)F
* orbital gap: 13.93 eV
* LUMO energy: 0.73 eV
* HOMO: -13.20 eV

Atoms and positions in Å:
F (-2.030, -2.668, -3.502)
C (-1.519, -1.412, -3.494)
F (-0.727, -1.307, -4.611)
F (-2.600, -0.560, -3.581)
O (-0.708, -1.178, -2.332)
C (-0.606, 0.164, -1.846)
F (-0.199, 1.031, -2.826)
F (-1.777, 0.654, -1.309)
O (0.405, 0.299, -0.860)
C (0.449, -0.662, 0.208)
F (1.414, -1.571, -0.165)
F (-0.714, -1.342, 0.405)
C (0.882, 0.069, 1.507)
F (2.104, 0.675, 1.325)
O (-0.121, 1.086, 1.882)
C (0.254, 2.480, 1.843)
F (1.152, 2.777, 2.802)
F (-0.866, 3.226, 2.013)
F (0.745, 2.850, 0.626)
C (1.060, -0.930, 2.689)
F (1.455, -0.233, 3.768)
F (2.044, -1.839, 2.442)
F (-0.098, -1.611, 3.018)

Cartesian forces (eV/Å) of the 2 atoms listed first:
F 1.096 1.625 0.669
C -0.309 0.128 -0.777

***

(3)
C6F18KO18S6 as an isolated structure at a distorted geometry, computed with ωB97M-V/def2-TZVPD.

## Properties
* multiplicity: 2
* maximum force: 4.883 eV/A
* charge: -4
* orbital gap (spin up / spin down): 6.32 / 2.77 eV
* LUMO energy (spin up / spin down): 7.29 / 3.74 eV
* HOMO (spin up / spin down): 0.97 / 0.97 eV

Atoms and positions in Å:
K (-0.196, 0.020, 0.281)
C (1.703, 3.704, 4.000)
F (2.971, 3.995, 3.546)
F (1.598, 3.964, 5.319)
F (0.822, 4.557, 3.432)
S (1.156, 1.860, 3.543)
O (2.259, 0.932, 3.836)
O (-0.040, 1.601, 4.274)
O (0.853, 1.835, 2.103)
C (-3.308, 2.024, 2.748)
F (-2.806, 2.671, 3.851)
F (-4.583, 2.374, 2.596)
F (-2.537, 2.348, 1.750)
S (-2.992, 0.189, 3.101)
O (-4.122, -0.472, 2.431)
O (-1.676, -0.173, 2.566)
O (-3.083, 0.105, 4.584)
C (3.118, -4.135, 1.677)
F (2.088, -4.845, 2.066)
F (4.256, -4.552, 2.254)
F (3.179, -4.235, 0.292)
S (2.898, -2.229, 1.996)
O (3.826, -1.531, 1.125)
O (1.522, -1.804, 1.799)
O (3.284, -2.095, 3.388)
C (0.600, 2.638, -3.806)
F (-0.216, 1.617, -3.818)
F (1.449, 2.568, -4.849)
F (-0.052, 3.834, -3.911)
S (1.492, 2.562, -2.160)
O (0.515, 2.352, -1.064)
O (2.320, 1.378, -2.282)
O (2.270, 3.815, -2.004)
C (-3.492, -0.921, -3.051)
F (-4.501, -0.152, -3.493)
F (-3.400, -1.987, -3.725)
F (-2.432, -0.185, -3.241)
S (-3.727, -1.206, -1.114)
O (-4.897, -2.128, -1.078)
O (-2.454, -1.613, -0.463)
O (-4.187, 0.145, -0.710)
C (1.049, -2.174, -4.374)
F (1.886, -2.797, -5.164)
F (1.233, -0.838, -4.540)
F (-0.209, -2.575, -4.565)
S (1.555, -2.545, -2.580)
O (2.959, -2.188, -2.424)
O (0.695, -1.750, -1.704)
O (1.353, -3.954, -2.438)

Cartesian forces (eV/Å) of the 2 atoms listed first:
K -0.186 0.161 -0.093
C -0.727 -1.221 -1.081

***

(4)
One molecule with the formula C6H10, computed with ωB97M-V/def2-TZVPD.

## Properties
* multiplicity: 1
* maximum force: 0.377 eV/A
* structure (SMILES): C=C/C=C\CC
* energy relative to the best compared isomer or geometry (same formula, charge and spin): 117.04 kJ/mol
* orbital gap: 9.59 eV
* LUMO energy: 0.98 eV
* HOMO: -8.62 eV

Atoms and positions in Å:
C (0.764, -1.228, 1.890)
C (-0.364, -0.513, 1.891)
C (-1.235, -0.151, 0.759)
C (-0.999, -0.162, -0.556)
C (0.308, -0.153, -1.292)
C (0.591, 1.341, -1.534)
H (1.240, -1.609, 0.986)
H (1.251, -1.458, 2.835)
H (-0.765, -0.209, 2.861)
H (-2.234, 0.170, 1.053)
H (-1.831, 0.119, -1.204)
H (0.225, -0.705, -2.235)
H (1.126, -0.618, -0.739)
H (1.209, 1.735, -0.722)
H (-0.354, 1.893, -1.500)
H (1.068, 1.548, -2.494)

Cartesian forces (eV/Å) of the 2 atoms listed first:
C -0.032 0.108 -0.003
C 0.057 -0.079 0.031

***

(5)
C6H10 as an isolated structure at a distorted geometry, computed with ωB97M-V/def2-TZVPD.

## Properties
* multiplicity: 1
* maximum force: 3.125 eV/A
* energy relative to the best compared isomer or geometry (same formula, charge and spin): 403.18 kJ/mol
* orbital gap (spin up / spin down): 8.06 / 8.06 eV
* LUMO energy (spin up / spin down): 0.61 / 0.61 eV
* HOMO (spin up / spin down): -7.44 / -7.44 eV

Atoms and positions in Å:
C (2.821, 1.025, -0.588)
C (1.371, 1.106, -0.146)
C (2.983, -0.161, -0.065)
C (1.502, -0.115, 0.362)
C (-2.617, 0.177, -0.716)
C (0.532, -1.164, 0.961)
H (3.439, 1.669, -1.173)
H (0.488, 1.776, -0.315)
H (3.885, -0.802, 0.061)
H (-2.748, -0.867, -0.926)
H (-2.721, 0.478, 0.246)
H (-3.308, 0.669, -1.382)
H (-1.651, 0.402, -1.049)
H (-0.247, -1.458, 0.181)
H (-0.091, -0.691, 1.799)
H (1.044, -2.084, 1.360)

Cartesian forces (eV/Å) of the 2 atoms listed first:
C 0.952 1.233 -1.099
C -2.133 0.405 0.071

***

(6)
C6H10 as an isolated structure at a distorted geometry, computed with ωB97M-V/def2-TZVPD.

## Properties
* multiplicity: 1
* maximum force: 1.898 eV/A
* energy relative to the best compared isomer or geometry (same formula, charge and spin): 379.86 kJ/mol
* orbital gap: 10.09 eV
* LUMO energy: 1.00 eV
* HOMO: -9.09 eV

Atoms and positions in Å:
C (-1.451, 1.397, 1.890)
C (-0.394, 0.725, 1.152)
C (0.556, 0.167, 0.643)
C (1.130, -0.335, -0.592)
C (-0.444, 0.323, -1.504)
C (1.409, -1.847, -0.617)
H (-1.143, 1.433, 2.936)
H (-1.612, 2.422, 1.538)
H (-2.405, 0.864, 1.823)
H (2.047, 0.220, -0.850)
H (-1.052, -0.333, -0.906)
H (-0.998, 0.453, -2.473)
H (-0.226, 1.320, -1.160)
H (0.531, -2.401, -0.274)
H (1.644, -2.146, -1.639)
H (2.255, -2.176, 0.015)

Cartesian forces (eV/Å) of the 2 atoms listed first:
C -0.048 0.059 0.215
C 0.746 -0.258 0.661